Below is a cluster of 2 separate species, C5H14 in total at a distorted geometry, with properties calculated with ωB97M-V/def2-TZVPD.

Positions of all 19 atoms, in Å:
C: -0.309 1.358 -1.667
H: -1.651 -0.258 2.757
H: -1.249 -0.556 -2.064
H: 1.288 -1.402 -2.377
H: -0.239 1.326 -0.563
H: 1.545 -0.394 -0.977
H: 1.320 0.276 2.737
C: -0.648 -0.681 2.663
C: 0.778 -0.955 -1.515
H: -0.189 -0.058 -3.240
H: 0.658 0.048 1.110
H: 0.488 2.032 -1.989
C: 0.419 0.305 2.139
H: -1.187 2.008 -1.751
H: -0.387 -1.023 3.666
C: -0.278 -0.060 -2.147
H: 0.399 -1.711 -0.836
H: -0.028 1.295 2.048
H: -0.731 -1.547 2.005

Calculated values
E_HOMO in eV: -11.1
LUMO in eV: 1.1343
Largest force on an atom in hartree/bohr: 0.05077
Structure (SMILES): CCC.CC

---

Below is a structure of composition C21H43CoN2P3S at a distorted geometry, with properties calculated with ωB97M-V/def2-TZVPD.

Positions of all 71 atoms, in Å:
H: -2.629 1.378 3.298
Co: 0.148 0.410 0.723
C: -1.113 -2.010 4.347
C: 1.042 -1.623 0.455
H: -0.435 1.510 -3.325
H: 1.404 -3.640 -4.697
H: 3.653 -0.123 0.584
S: -0.135 -1.334 -4.027
C: 1.385 2.816 -1.447
C: -2.197 2.218 2.744
H: -0.929 -2.571 2.213
N: -0.513 -0.527 2.772
N: -0.869 -0.787 4.943
C: -0.968 -0.504 6.368
C: -3.027 0.830 0.464
H: -0.730 3.938 0.728
H: -2.180 -1.689 -6.012
H: 1.652 -0.894 -2.214
P: 0.682 1.143 -1.197
H: 1.875 3.520 1.104
H: 1.960 -1.509 -0.126
H: -1.465 2.048 -1.979
C: 0.235 -4.736 -6.172
C: -0.217 -1.563 -0.140
C: -0.886 -1.842 3.002
H: 2.808 3.250 2.603
H: 1.862 0.988 4.206
C: -0.407 -2.603 -5.204
H: 1.162 -2.079 1.441
H: -2.990 2.958 2.572
H: -1.154 -5.583 -7.589
H: -0.239 1.107 4.191
H: -1.342 0.324 -2.342
H: 4.352 1.197 1.554
H: 3.527 0.852 3.567
H: -1.941 -0.841 6.754
H: 0.717 3.588 -1.053
C: 1.958 0.153 -2.079
H: -2.904 0.563 -0.591
H: 2.411 -0.537 3.449
H: -2.678 -3.605 -7.557
H: 2.129 0.595 -3.070
H: 1.494 2.964 -2.530
C: -0.777 1.265 -2.311
H: 2.371 2.922 -0.983
H: -1.413 -2.890 4.880
H: -1.409 2.688 3.345
H: -3.897 1.490 0.576
C: -1.523 -2.560 -6.059
H: 0.939 -5.575 -6.223
C: -0.496 0.078 3.961
C: 0.509 -3.669 -5.315
P: 1.937 1.149 1.754
C: -0.927 -4.733 -6.946
H: 1.023 3.235 2.643
C: 3.535 0.929 0.869
H: 2.903 0.160 -1.522
H: 3.608 1.556 -0.024
C: -1.562 3.338 0.341
C: 1.903 2.964 2.047
H: -0.172 -1.020 6.926
H: -0.873 0.571 6.529
H: -3.199 -0.088 1.040
P: -1.538 1.668 1.124
H: -2.505 3.827 0.619
H: -0.307 -1.482 -1.225
H: -1.115 -1.917 0.375
H: -1.498 3.314 -0.749
C: 2.479 0.557 3.407
C: -1.793 -3.628 -6.916
H: -0.713 -1.900 -2.899

Calculated values
E_HOMO (alpha / beta) in eV: -15.8 / -16.6
Expectation value of S²: 6.04
LUMO (alpha / beta) in eV: -8.4072 / -12.4947
2S+1: 5
Largest force on an atom in hartree/bohr: 0.07629
Charge: +3

---

Below is a structure of composition C21H14BrClCrN3O2, with properties calculated with ωB97M-V/def2-TZVPD.

Positions of all 43 atoms, in Å:
C: 0.247 -2.484 3.995
C: -1.224 1.354 -1.157
C: 0.137 -1.102 3.851
C: 0.299 -2.620 1.660
C: -4.529 -0.366 -1.261
H: 0.225 -2.473 5.905
H: 0.943 2.741 -1.290
C: -3.953 2.052 -1.216
N: -1.820 -0.974 -1.162
C: 4.353 -0.263 -1.192
Cr: 0.249 -1.140 -1.004
H: 0.041 0.498 2.430
C: 2.958 -0.042 -1.174
C: -3.585 0.686 -1.217
H: -4.806 -2.487 -1.294
Cl: 5.934 3.403 -1.369
C: 5.235 0.781 -1.247
C: -4.110 -1.662 -1.258
H: -5.584 -0.126 -1.299
H: -2.366 -2.941 -1.183
C: -2.730 -1.921 -1.201
H: 0.418 -4.360 2.939
C: 0.118 -0.572 2.579
C: 1.133 1.672 -1.217
H: -3.259 4.057 -1.175
H: -0.889 3.462 -1.122
H: 0.072 -0.452 4.714
C: -2.986 3.010 -1.178
C: 4.780 2.111 -1.293
O: 2.160 -1.069 -1.136
C: -2.224 0.341 -1.178
Br: 0.414 -3.615 0.033
H: 6.300 0.592 -1.260
C: 2.506 1.303 -1.220
N: 0.118 0.867 -1.141
N: 0.199 -1.320 1.470
H: 3.091 3.390 -1.329
C: 0.331 -3.287 2.860
C: 3.444 2.367 -1.285
H: -5.002 2.320 -1.244
C: -1.616 2.663 -1.149
O: 0.277 -3.108 5.181
H: 4.702 -1.286 -1.164

Calculated values
E_HOMO (alpha / beta) in eV: -10.4 / -10.6
Expectation value of S²: 6.01
LUMO (alpha / beta) in eV: -3.5916 / -3.5767
2S+1: 5
Largest force on an atom in hartree/bohr: 0.00874
Charge: +1

---

Energy above the lowest of the compared OMol25 structures with the same formula, charge and spin values, unit eV, following the record order: 0.604; 0.042; 0.000.